[1]
4 unconnected molecules or ions with the total composition H8O4. Source: OMol25; level of theory: ωB97M-V/def2-TZVPD.

```
12
Properties=species:S:1:pos:R:3
O -17.9272 3.0673 -13.8569
H -17.4213 3.6438 -14.4296
H -17.7049 2.1833 -14.1493
O -19.4516 1.1249 -18.3754
H -18.7657 1.7008 -18.0376
H -19.5888 0.4815 -17.6801
O -13.6682 1.9704 -18.7964
H -13.3669 1.1406 -18.4265
H -14.0794 1.7280 -19.6261
O -16.9515 3.6844 -17.8954
H -16.0999 3.2546 -17.9747
H -16.9794 4.2989 -18.6287
```

Calculated values
Orbital gap (eV): 11.681
Energy relative to the best compared isomer or geometry (same formula, charge and spin) (kJ/mol): 93.5
HOMO level (eV): -11.35
SMILES: O.O.O.O
F_max (eV/A): 0.46

Atom charges from the Löwdin analysis, given in e for atoms 1 to 4: number 1, O, carries -0.053; number 2, H, carries 0.025; number 3, H, carries 0.025; number 4, O, carries -0.054


[2]
2 unconnected molecules or ions with the total composition C30H28O2 in a non-equilibrium geometry. Source: OMol25; level of theory: ωB97M-V/def2-TZVPD.

```
60
Properties=species:S:1:pos:R:3
C 3.2935 -4.8992 -1.0871
C 4.2150 -3.7537 -0.6495
C 5.3001 -4.3204 0.2665
C 4.8846 -3.1521 -1.8914
C 3.3777 -2.6712 0.0525
C 3.6040 -2.2540 1.3737
C 2.8283 -1.2893 1.9818
C 1.7077 -0.6385 1.3023
O 0.9568 0.2215 1.8227
C 1.5278 -1.0926 -0.0742
C 2.3235 -2.0564 -0.6476
H 2.5260 -4.5506 -1.7850
H 3.8764 -5.6864 -1.5771
H 2.7983 -5.3323 -0.2113
H 5.9978 -3.5365 0.5745
H 4.8574 -4.7799 1.1548
H 5.8658 -5.0891 -0.2696
H 5.5413 -2.3264 -1.5968
H 5.4921 -3.9106 -2.3969
H 4.1431 -2.7723 -2.6009
H 4.4186 -2.7072 1.9417
H 3.0440 -1.0034 3.0086
H 0.7206 -0.6419 -0.6457
H 2.1254 -2.3507 -1.6803
C -3.7441 6.3848 3.4653
O -3.4608 5.0333 3.9146
C -2.9660 4.1761 2.9807
C -2.7613 2.8194 3.3497
C -2.3385 1.9116 2.4020
C -2.1434 2.3029 1.0528
C -1.9069 1.3675 -0.0041
C -1.2799 1.6948 -1.2691
C -1.5793 0.6521 -2.2058
C -1.1813 0.7602 -3.5338
C -0.4303 1.8788 -3.9230
C -0.0912 2.8813 -2.9929
C -0.5084 2.7892 -1.6622
C -2.3419 -0.3725 -1.4987
C -2.4972 0.0527 -0.1323
C -3.2357 -0.7247 0.7586
C -3.7998 -1.9202 0.3045
C -3.6676 -2.3190 -1.0407
C -2.9446 -1.5371 -1.9529
C -2.3011 3.6708 0.7222
C -2.6956 4.6007 1.6591
H -4.1224 6.8699 4.3647
H -2.8360 6.8956 3.1023
H -4.5040 6.3996 2.6648
H -2.9713 2.5276 4.3764
H -2.1269 0.8862 2.6856
H -1.4608 -0.0303 -4.2297
H -0.0934 1.9773 -4.9564
H 0.4959 3.7434 -3.3155
H -0.2384 3.5452 -0.9286
H -3.3673 -0.3879 1.7814
H -4.3611 -2.5472 0.9996
H -4.1355 -3.2477 -1.3712
H -2.8390 -1.8035 -3.0044
H -2.1602 4.0186 -0.2957
H -2.8308 5.6434 1.3671
```

Calculated values
Orbital gap (eV): 2.017
Energy relative to the best compared isomer or geometry (same formula, charge and spin) (kJ/mol): 90.5
HOMO level (eV): -5.11
F_max (eV/A): 2.29

Atom charges from the Löwdin analysis, given in e for atoms 1 to 4: number 1, C, carries -0.065; number 2, C, carries -0.579; number 3, C, carries -0.081; number 4, C, carries -0.064


[3]
A molecular structure, C31H53NO2Si2Tl in a non-equilibrium geometry. Source: OMol25; level of theory: ωB97M-V/def2-TZVPD.

```
90
Properties=species:S:1:pos:R:3
O -0.3374 1.9787 1.7070
O -0.8273 3.6534 -0.2269
C -1.2372 1.3243 2.6123
C -0.7101 1.2139 4.0232
H -1.4761 0.3227 2.2139
H -2.1564 1.9194 2.5811
H -0.0253 0.3663 4.1241
H -1.5567 1.0326 4.6887
H -0.2077 2.1318 4.3461
C 0.9756 1.3620 1.6785
C 1.8642 2.1748 0.7892
H 0.9050 0.3204 1.3164
H 1.3526 1.3537 2.7108
H 1.4545 2.2628 -0.2201
H 2.8383 1.6844 0.7027
H 2.0275 3.1788 1.1986
C -0.4460 4.3700 -1.4304
C -1.3504 4.5425 0.7935
C 1.0238 4.7013 -1.4538
H -1.0437 5.2935 -1.4872
H -0.7199 3.7388 -2.2862
H 1.3809 5.0163 -0.4690
H 1.1863 5.5252 -2.1562
H 1.6243 3.8553 -1.8014
C -0.2778 5.1499 1.6463
H -2.0600 3.9478 1.3817
H -1.9248 5.3305 0.2819
H 0.4140 4.3913 2.0209
H -0.7483 5.6395 2.5015
H 0.2764 5.9146 1.0929
H -0.8147 2.0969 0.0444
Tl -0.4678 -1.1220 -2.2133
C -1.0757 1.1062 -0.7671
Si -2.8988 1.1636 -1.3259
H -0.3355 1.3146 -1.5461
H -0.7909 0.2446 -0.1570
C -3.9537 1.6185 0.1541
C -3.5868 -0.4506 -2.0340
C -3.1375 2.4393 -2.6831
C -1.1282 -2.1375 -0.0837
Si -1.4529 -3.9734 -0.2172
H -1.9599 -1.5242 0.2872
H -0.2302 -1.8845 0.5072
C -2.8882 -4.3003 -1.3940
C -1.8497 -4.7078 1.4674
C 0.0931 -4.8098 -0.8879
H -4.1994 2.4647 -2.9696
H -2.5528 2.1919 -3.5796
H -2.8580 3.4471 -2.3511
H -4.1963 0.7272 0.7476
H -4.8970 2.0625 -0.1961
H -3.4584 2.3466 0.8068
H -3.4319 -1.3145 -1.3764
H -3.1692 -0.6851 -3.0245
H -4.6705 -0.3313 -2.1700
H -2.4577 -4.0134 2.0631
H -0.9362 -4.9302 2.0368
H -2.4142 -5.6447 1.3529
H 0.6582 -5.2952 -0.0794
H 0.7658 -4.0966 -1.3852
H -0.1852 -5.5865 -1.6164
H -2.9035 -5.3691 -1.6557
H -2.8012 -3.7260 -2.3253
H -3.8533 -4.0563 -0.9265
C 2.8380 1.9936 -3.0674
C 4.0078 1.5486 -2.4499
C 3.9977 0.3580 -1.7261
C 2.7945 -0.3766 -1.5552
C 1.6503 0.0805 -2.1863
C 1.6536 1.2275 -2.9532
C 2.8578 -1.6139 -0.7236
C 3.8031 -2.6142 -1.0658
C 3.9228 -3.7419 -0.2891
C 3.1515 -3.8648 0.8843
C 3.1705 -5.0139 1.7105
C 2.3545 -5.1039 2.8236
C 1.4929 -4.0367 3.1646
C 1.4566 -2.8930 2.3789
C 2.2482 -2.7855 1.2079
N 2.0901 -1.7213 0.3660
H 2.8341 2.9141 -3.6554
H 4.9315 2.1296 -2.5349
H 4.9105 -0.0164 -1.2592
H 0.7544 1.5538 -3.4866
H 4.4028 -2.4532 -1.9627
H 4.6098 -4.5437 -0.5596
H 3.8530 -5.8242 1.4385
H 2.3745 -5.9987 3.4472
H 0.8589 -4.1095 4.0469
H 0.8002 -2.0558 2.6245
```

Calculated values
Orbital gap (alpha / beta) (eV): 6.132 / 6.119
HOMO level (alpha / beta) (eV): -11.25 / -11.27
Total charge: +1
F_max (eV/A): 3.80

Atom charges from the Löwdin analysis, given in e for atoms 1 to 4: number 1, O, carries -0.260; number 2, O, carries -0.274; number 3, C, carries -0.249; number 4, C, carries -0.071


[4]
2 unconnected molecules or ions with the total composition C6H18N6Si in a non-equilibrium geometry. Source: OMol25; level of theory: ωB97M-V/def2-TZVPD.

```
31
Properties=species:S:1:pos:R:3
C -1.3308 1.1976 -1.5824
C -0.7711 -2.5372 -1.5108
C -3.0447 -0.8136 1.1992
C 0.7692 -1.0231 1.7615
C 2.7169 1.0800 -1.3555
C 1.3207 2.5033 0.9083
N -2.0314 1.3397 -0.5326
N -0.0903 -2.0640 -0.3796
N -1.8394 1.1453 0.7018
N 0.6271 -1.0244 -0.5501
N -2.2571 0.3263 1.5318
N 1.2192 -0.5457 0.4798
Si 2.2336 0.9117 0.4753
H -1.7611 1.7197 -2.3903
H -0.4027 0.5298 -1.3736
H 3.2926 0.4370 1.2423
H -0.6207 -1.9866 -2.5095
H -1.8079 -2.5831 -1.3647
H -0.3397 -3.4106 -1.8629
H -3.8671 -0.9510 1.8210
H -3.3366 -0.9027 0.2287
H -2.5046 -1.6812 1.2961
H 0.3927 -1.9600 1.6356
H 1.7454 -1.1015 2.2837
H 0.0187 -0.3808 2.3429
H 3.4964 1.9129 -1.6315
H 3.0844 0.2168 -1.7811
H 1.9335 1.1572 -2.0600
H 1.0591 2.7088 1.9103
H 1.8263 3.2705 0.5158
H 0.2691 2.5089 0.5503
```

Calculated values
Orbital gap (alpha / beta) (eV): 6.702 / 6.916
2S+1: 3
Energy relative to the best compared isomer or geometry (same formula, charge and spin) (kJ/mol): 106.5
HOMO level (alpha / beta) (eV): -5.73 / -8.54
F_max (eV/A): 5.44

Atom charges from the Löwdin analysis, given in e for atoms 1 to 4: number 1, C, carries 0.011; number 2, C, carries -0.155; number 3, C, carries -0.106; number 4, C, carries -0.116